# 1
{
  "formula": "C3H9FNO",
  "method": "ωB97M-V/def2-TZVPD",
  "lumo_energy_ev": -3.42,
  "total_charge": 1,
  "homo_lumo_gap_ev": 13.0,
  "e_above_lowest_kj_mol": 8.9,
  "smiles": "C[C@H]([NH3+])[C@H](O)F",
  "species": ["C", "C", "N", "C", "O", "F", "H", "H", "H", "H", "H", "H", "H", "H", "H"],
  "positions_angstrom": [[-0.813, 0.766, -1.215], [-0.437, 0.411, 0.198], [0.949, 0.853, 0.365], [-0.267, -1.162, 0.420], [0.677, -1.451, 1.453], [0.397, -1.553, -0.753], [-0.167, 0.372, -1.960], [-0.696, 1.771, -1.320], [-1.715, 0.525, -1.572], [-1.069, 0.738, 1.107], [1.409, 0.648, -0.505], [1.157, 0.263, 1.166], [1.009, 1.894, 0.515], [-1.247, -1.680, 0.705], [0.815, -2.395, 1.395]],
  "atomic_forces_ev_per_a": [[1.788, -0.665, 1.354], [-1.472, -2.270, 1.401], [-0.771, 2.401, 0.707], [0.221, 0.102, 0.229], [-1.393, 1.457, -0.812], [-1.118, -0.608, 0.489], [1.059, -0.831, -0.230], [-0.012, 3.178, -0.208], [-3.765, -1.000, -0.630], [0.851, 0.119, -1.801], [0.928, -0.526, -0.124], [1.951, 0.110, 0.469], [0.130, -1.323, 0.194], [1.270, 0.444, -1.336], [0.333, -0.588, 0.297]],
  "mulliken_charge": [-1.65, -0.11, -0.24, 0.24, -0.55, -0.30, 0.46, 0.50, 0.47, 0.41, 0.35, 0.35, 0.35, 0.37, 0.34]
}

# 2
{
  "formula": "C3H9FNO",
  "method": "ωB97M-V/def2-TZVPD",
  "lumo_energy_ev": [-4.93, -6.28],
  "spin_multiplicity": 3,
  "total_charge": 1,
  "homo_lumo_gap_ev": [5.5, 10.1],
  "e_above_lowest_kj_mol": 0.0,
  "species": ["C", "C", "C", "N", "O", "F", "H", "H", "H", "H", "H", "H", "H", "H", "H"],
  "positions_angstrom": [[1.277, -0.327, -1.661], [1.027, 0.765, 0.429], [-1.409, -1.558, 2.047], [0.660, 0.601, -0.824], [-0.626, -1.069, 1.246], [-1.726, 1.877, -0.410], [1.141, -0.031, -2.728], [2.361, -0.598, -1.471], [0.728, -1.378, -1.621], [2.092, 0.453, 0.747], [0.524, 1.404, 1.071], [-2.479, 2.403, -0.640], [-2.093, -0.984, 2.725], [-1.364, -2.627, 2.220], [-0.113, 1.070, -1.130]],
  "atomic_forces_ev_per_a": [[0.582, -3.995, -2.938], [2.708, -0.747, -2.848], [-3.276, -1.275, 3.104], [3.220, -0.627, 5.186], [2.552, 1.930, -2.685], [-0.789, 0.569, -0.227], [0.356, -0.033, 0.866], [-1.299, 0.923, 0.131], [0.817, 2.150, 0.207], [-2.124, -0.163, -0.555], [-1.270, 1.067, 0.892], [0.746, -0.521, 0.233], [0.636, -0.193, -0.588], [0.077, -0.470, 0.153], [-2.936, 1.382, -0.931]],
  "mulliken_charge": [-0.77, -0.10, -0.38, 0.09, -0.20, -0.41, 0.32, 0.30, 0.31, 0.27, 0.31, 0.39, 0.31, 0.32, 0.26]
}